{"formula": "C5H6N2O4", "method": "wB97M-V/def2-TZVPD", "de_lowest_kj_mol": 182.2, "lumo_ev": [0.61, -1.94], "total_charge": 0, "spin_multiplicity": 3, "e_tot_ha": -604.2849, "elements": ["C", "C", "C", "C", "C", "N", "N", "O", "O", "O", "O", "H", "H", "H", "H", "H", "H"], "xyz": [[-2.59300, -1.14892, -0.74593], [1.63409, -0.87740, 1.05231], [0.87772, -1.32822, -0.15286], [0.61940, 1.12698, 0.93017], [-0.01827, 0.68631, -0.40889], [-2.33716, -1.94426, 0.04701], [-0.87975, 1.50788, -1.13723], [-1.00300, 2.66716, -0.70384], [-1.28605, 1.05704, -2.13539], [1.08406, 0.15511, 1.76321], [0.09762, -0.54722, -0.80732], [1.96697, -1.77057, 1.65131], [2.56003, -0.58161, 0.69538], [0.91411, -2.28402, -0.63638], [-2.80805, -0.39277, -1.58018], [1.44284, 1.94034, 0.73252], [-0.27155, 1.73415, 1.43612]]}

---

{"formula": "C5H6N2S", "method": "wB97M-V/def2-TZVPD", "de_lowest_kj_mol": 546.3, "lumo_ev": -0.58, "total_charge": 0, "e_tot_ha": -701.6309, "elements": ["C", "C", "C", "C", "C", "H", "H", "H", "H", "H", "H", "N", "N", "S"], "xyz": [[-2.01421, -0.38155, -0.12499], [-0.60191, -0.98687, 0.07159], [1.43260, 0.65706, -0.33664], [2.48565, -0.63245, -0.22640], [-1.22852, 0.90789, 0.07353], [-0.60491, -1.06759, 1.29778], [-0.23677, -2.09011, -0.18200], [1.63018, 0.96105, 0.79195], [1.88898, 1.44979, -1.20924], [-1.61243, 1.79939, -0.41222], [-0.95187, 1.39662, 1.17926], [-0.02554, 0.10801, -0.46701], [3.39458, -1.35227, -0.15911], [-3.55585, -0.76897, -0.29650]]}

---

{"formula": "C5H6N2S", "method": "wB97M-V/def2-TZVPD", "de_lowest_kj_mol": 98.3, "lumo_ev": [0.81, -3.05], "total_charge": 0, "spin_multiplicity": 3, "e_tot_ha": -701.6305, "elements": ["C", "C", "C", "C", "C", "N", "N", "S", "H", "H", "H", "H", "H", "H"], "xyz": [[1.78455, -0.56001, 0.11845], [0.85264, -0.14910, 1.07806], [1.52251, 0.17730, -1.03027], [-2.67218, -0.41628, -0.01959], [0.07701, 0.82576, 0.44345], [0.50024, 0.92495, -0.77974], [-1.92694, -1.27270, 0.41732], [-4.00523, 0.34959, -0.34229], [2.66872, -1.25230, 0.13268], [0.67214, -0.35260, 2.09604], [2.06741, 0.10872, -1.96867], [-0.67900, 1.56058, 0.76193], [0.13831, 1.60087, -1.44494], [-1.00019, -1.54478, 0.53755]]}

---

{"formula": "C5H6N4", "method": "wB97M-V/def2-TZVPD", "de_lowest_kj_mol": 264.2, "lumo_ev": 0.77, "total_charge": 0, "e_tot_ha": -413.0230, "elements": ["H", "N", "C", "C", "N", "N", "C", "C", "C", "N", "H", "H", "H", "H", "H"], "xyz": [[1.68250, 1.54666, -2.18388], [0.91122, 1.93805, -1.68228], [0.37582, 1.09996, -0.83651], [-0.65634, 1.66054, 0.15025], [-1.65418, 0.57237, 0.20144], [-1.22310, -0.62974, 0.67721], [-0.01991, -0.93555, 0.26312], [0.42979, -2.20660, 0.83072], [0.73723, -3.32013, 1.15319], [0.66274, -0.24446, -0.76871], [-0.13101, 1.87216, 1.05100], [-1.05171, 2.65560, -0.21071], [-2.64853, 0.71297, 0.57029], [1.03098, -4.21525, 1.82046], [1.55450, -0.50658, -1.03560]]}

---

{"formula": "C5H6N4", "method": "wB97M-V/def2-TZVPD", "de_lowest_kj_mol": 61.3, "lumo_ev": 0.63, "total_charge": 0, "e_tot_ha": -413.1003, "elements": ["H", "N", "C", "N", "C", "C", "C", "N", "C", "N", "H", "H", "H", "H", "H"], "xyz": [[3.61899, -0.13214, 0.03440], [3.00600, -0.92835, 0.06023], [1.77986, -0.54058, 0.04020], [0.73157, -1.46393, -0.00556], [-0.41852, -0.87896, 0.06639], [-0.83241, 0.51418, 0.08935], [0.17335, 1.35579, 0.00277], [1.43580, 0.84261, 0.04260], [-2.28083, 0.09281, 0.03320], [-1.72260, -1.31467, 0.07204], [0.12917, 2.45312, -0.06559], [2.22533, 1.48417, -0.13029], [-2.86676, 0.31126, -0.87727], [-2.85732, 0.34133, 0.97342], [-2.12162, -2.13663, -0.33588]]}

---

{"formula": "C5H6N4", "method": "wB97M-V/def2-TZVPD", "de_lowest_kj_mol": 535.4, "lumo_ev": -1.77, "total_charge": 0, "e_tot_ha": -412.9197, "elements": ["H", "N", "C", "C", "N", "C", "C", "C", "N", "N", "H", "H", "H", "H", "H"], "xyz": [[-0.90227, 2.08497, -2.32208], [-1.65710, 1.73239, -1.75816], [-1.55458, 0.50537, -0.95618], [-2.40931, 0.00918, 0.34823], [-1.58278, -0.47686, 1.20896], [-0.32732, -0.53444, 0.51358], [1.02417, -0.99800, 0.96248], [2.09579, 0.08566, 0.68343], [1.88873, -1.07562, -0.30036], [-0.33626, -0.10007, -0.80568], [-3.46598, -0.13371, 0.54902], [0.75639, -1.83218, 1.75264], [1.83413, 1.11900, 0.21544], [3.29375, 0.23257, 1.10662], [1.34265, -0.61827, -1.19793]]}

---

{"formula": "C5H6N4", "method": "wB97M-V/def2-TZVPD", "de_lowest_kj_mol": 202.1, "lumo_ev": 0.61, "total_charge": 0, "e_tot_ha": -413.0467, "elements": ["C", "C", "N", "C", "C", "N", "N", "C", "N", "H", "H", "H", "H", "H", "H"], "xyz": [[3.60619, -0.13047, 0.02141], [2.28173, -0.22708, 0.07319], [1.10212, 0.10704, 0.17766], [-0.20643, -0.28889, 0.14704], [-0.78366, -1.65584, 0.03653], [-2.08217, -1.56536, -0.12679], [-2.43041, -0.29109, -0.00838], [-1.33074, 0.53373, 0.17746], [-1.50668, 1.90875, 0.08661], [3.95954, 0.42716, -0.72825], [4.13217, -0.84763, 0.59001], [-0.46210, -2.68325, -0.03904], [-3.31132, 0.13197, 0.26437], [-2.32050, 2.24209, -0.39637], [-0.64776, 2.33888, -0.27545]]}

---

{"formula": "C5H6N5O2", "method": "wB97M-V/def2-TZVPD", "de_lowest_kj_mol": 20.0, "lumo_ev": 3.51, "total_charge": -1, "e_tot_ha": -618.4376, "elements": ["C", "C", "C", "C", "C", "N", "N", "N", "N", "N", "O", "O", "H", "H", "H", "H", "H", "H"], "xyz": [[-2.01342, -0.72550, -0.27484], [2.12117, 0.47206, 0.45170], [0.10388, -0.65266, 1.33484], [2.42939, 1.40271, -0.62369], [-1.34571, -0.97103, 1.10741], [-2.10676, 0.09690, -2.26288], [-1.34922, 0.10082, -1.12350], [-3.19916, -1.09671, -0.80606], [-3.15404, -0.54787, -2.03411], [0.78181, 0.03456, 0.38276], [2.91027, 0.19312, 1.31549], [0.64732, -1.19778, 2.26730], [3.24727, 1.90543, -0.28877], [2.68856, 0.94343, -1.56160], [1.57651, 1.90281, -0.95331], [-1.87158, -0.33243, 1.86076], [-0.01950, 0.34888, -0.36123], [-1.44679, -1.87677, 1.56972]]}

---

{"formula": "C5H6N6", "method": "wB97M-V/def2-TZVPD", "de_lowest_kj_mol": 662.8, "lumo_ev": -0.13, "total_charge": 0, "e_tot_ha": -522.4616, "elements": ["C", "C", "C", "C", "C", "H", "H", "H", "H", "H", "H", "N", "N", "N", "N", "N", "N"], "xyz": [[0.86837, 0.35445, -0.27376], [0.39385, 1.70851, -0.06956], [-0.89222, 1.70201, 0.07840], [-1.67451, 0.54764, 0.16221], [-2.24150, -1.57674, -0.22838], [2.93136, -2.26654, -0.19400], [2.67439, -1.29392, 1.39052], [2.64477, 0.93832, 0.01934], [0.87963, 2.65046, -0.29102], [-1.38140, 2.64927, -0.25600], [-2.11604, -2.70060, 0.02279], [3.02316, -1.06137, 0.32481], [2.22748, 0.10240, -0.30423], [-3.05993, 0.52068, 0.16412], [-3.34085, -0.84688, 0.02219], [-1.19417, -0.64493, -0.16991], [0.25760, -0.78276, -0.39753]]}

---

{"formula": "C5H6N6", "method": "wB97M-V/def2-TZVPD", "de_lowest_kj_mol": 213.7, "lumo_ev": 0.45, "total_charge": 0, "e_tot_ha": -522.6326, "elements": ["N", "N", "C", "N", "C", "N", "C", "N", "C", "N", "C", "H", "H", "H", "H", "H", "H"], "xyz": [[2.99234, 0.90245, 1.08782], [1.65811, 0.95370, 1.22177], [0.95445, 0.38012, 0.29560], [1.56735, -0.28728, -0.84401], [0.85019, -0.86068, -1.74239], [-0.51522, -0.96275, -1.80231], [-1.15554, -0.49843, -0.58066], [-2.48205, -0.45956, -0.20968], [-2.50019, 0.20487, 0.98100], [-1.32776, 0.65166, 1.32618], [-0.47902, 0.22388, 0.37843], [3.43489, 0.31449, 0.42811], [3.49875, 1.18676, 1.89511], [1.33598, -1.33709, -2.61631], [-0.89423, -1.79107, -2.17835], [-3.25162, -1.05083, -0.48031], [-3.39248, 0.39159, 1.50155]]}

---

{"formula": "C5H6NO", "method": "wB97M-V/def2-TZVPD", "de_lowest_kj_mol": 949.9, "lumo_ev": [-8.84, -7.02], "total_charge": 1, "e_tot_ha": -323.5082, "elements": ["C", "C", "C", "C", "C", "N", "O", "H", "H", "H", "H", "H", "H"], "xyz": [[0.60888, 0.21202, -4.33581], [1.29676, 0.11037, -3.34877], [0.82707, -0.14278, -1.11267], [1.54760, -0.19336, 0.24619], [-1.42632, -0.45828, -0.24097], [-0.41209, -0.34792, -1.21875], [1.64815, 0.00780, -2.13080], [1.22996, 0.74994, 0.84578], [2.67243, -0.17789, -0.00733], [0.95979, -1.05879, 0.74183], [-1.99331, -1.27743, -0.47728], [-2.11762, 0.30584, -0.18260], [-1.04496, -0.60566, 0.77172]]}

---

{"formula": "C5H6NO", "method": "wB97M-V/def2-TZVPD", "de_lowest_kj_mol": 458.6, "lumo_ev": [-4.90, -8.84], "total_charge": 1, "spin_multiplicity": 3, "e_tot_ha": -323.5084, "elements": ["C", "C", "C", "C", "C", "N", "O", "H", "H", "H", "H", "H", "H"], "xyz": [[3.60993, 0.19429, -0.81645], [2.43157, 0.34320, -0.62834], [-0.55785, -0.21285, 1.38817], [0.99263, 1.13972, 0.55572], [-0.47269, -0.06538, -1.02060], [-0.25752, 0.34566, 0.28767], [1.11305, 2.16932, 1.10600], [4.41335, -0.25282, -1.17367], [-1.12048, -1.12573, 1.37084], [-0.22676, 0.28248, 2.29582], [0.43722, -0.43989, -1.49146], [-0.75756, 0.83404, -1.57011], [-1.33321, -0.67950, -1.01861]]}

---

{"formula": "C5H6NO4S", "method": "wB97M-V/def2-TZVPD", "de_lowest_kj_mol": 130.1, "lumo_ev": [2.38, 2.38], "total_charge": -1, "e_tot_ha": -948.0286, "elements": ["C", "C", "C", "C", "C", "N", "O", "O", "O", "O", "S", "H", "H", "H", "H", "H", "H"], "xyz": [[-2.03973, 1.17396, 0.38951], [-0.59843, -1.92192, -0.70952], [2.46235, 0.87521, -0.05274], [-1.41074, 0.34236, -0.50026], [1.51271, 0.54644, 1.07342], [-1.43267, -0.98854, -0.19170], [3.15262, 1.85761, 0.05733], [-2.04880, 2.36001, 0.39021], [0.24398, -1.66443, -1.54586], [2.47709, 0.11846, -1.11229], [1.30929, -0.99994, 1.63831], [-2.66280, 0.53197, 1.13852], [-0.97920, -2.97240, -0.53302], [-0.97662, 0.93266, -1.38455], [1.31298, 1.49776, 1.77874], [-2.09431, -1.16330, 0.62671], [1.77226, -0.52589, -1.06282]]}

---

{"formula": "C5H6NaO4", "method": "wB97M-V/def2-TZVPD", "de_lowest_kj_mol": 240.3, "lumo_ev": [-0.88, -0.88], "total_charge": 0, "spin_multiplicity": 2, "e_tot_ha": -657.2582, "elements": ["C", "H", "H", "C", "H", "H", "C", "C", "O", "C", "O", "O", "O", "H", "H", "Na"], "xyz": [[-0.42898, 1.22714, -2.58052], [-1.08077, 0.51269, -3.09659], [-0.11498, 2.10792, -3.15158], [-0.16375, 1.10750, -1.28952], [0.28249, 1.88982, -0.66888], [-0.63101, -1.44789, -1.17048], [-1.06134, -0.72337, -0.44083], [-0.30950, -0.63159, 0.76228], [1.03712, -0.97590, 0.64942], [1.94900, -0.35175, 1.37105], [1.80711, 0.68810, 1.97237], [3.09948, -1.00970, 1.25570], [-2.38092, -0.66181, -0.35503], [-0.57115, -0.07618, 1.66319], [3.81374, -0.36988, 1.13815], [-2.72258, 1.48597, -0.29353]]}

---

{"formula": "C5H6O", "method": "wB97M-V/def2-TZVPD", "de_lowest_kj_mol": 316.9, "lumo_ev": 0.85, "total_charge": 0, "e_tot_ha": -269.2255, "elements": ["C", "C", "C", "C", "C", "O", "H", "H", "H", "H", "H", "H"], "xyz": [[0.96431, -1.66860, -0.73601], [0.05685, -0.82561, -0.43922], [-1.16818, -0.12193, -0.32593], [-0.14551, 0.89929, -0.08032], [0.22825, 1.39375, 1.21817], [1.02740, 2.28988, 1.41400], [1.98700, -1.42707, -0.85584], [0.53654, -2.70220, -0.78403], [-1.75162, 0.02801, -1.12466], [-1.69347, -0.38835, 0.53030], [0.30712, 1.36474, -0.96734], [-0.34867, 1.15810, 2.15089]]}

---

{"formula": "C5H6O", "method": "wB97M-V/def2-TZVPD", "de_lowest_kj_mol": 257.6, "lumo_ev": 1.05, "total_charge": 0, "e_tot_ha": -269.2481, "elements": ["C", "C", "C", "O", "C", "C", "H", "H", "H", "H", "H", "H"], "xyz": [[-0.10552, 1.61891, 0.27805], [0.34818, 0.27169, 0.76116], [-1.47559, -1.02825, -0.20079], [-2.37246, -0.44004, -0.57462], [1.09502, -0.57485, 0.07142], [1.13105, -1.62813, -0.68291], [0.47409, 2.38101, 0.80076], [0.04049, 1.73729, -0.79966], [-1.16624, 1.79882, 0.49979], [0.10137, 0.01185, 1.78899], [0.04767, -1.91068, -0.78081], [1.88195, -2.23761, -1.16138]]}

---

{"formula": "C5H6O", "method": "wB97M-V/def2-TZVPD", "de_lowest_kj_mol": 421.5, "lumo_ev": 0.04, "total_charge": 0, "e_tot_ha": -269.1857, "elements": ["C", "C", "C", "C", "C", "O", "H", "H", "H", "H", "H", "H"], "xyz": [[0.86919, -0.23419, 0.33751], [0.93587, 1.32528, 0.34223], [-0.52386, 1.07777, 0.34902], [-0.50740, -0.12908, -0.47147], [-1.67134, -1.07256, -0.28901], [-1.55438, -2.27408, -0.31417], [0.83305, -0.74266, 1.29454], [-0.10247, -0.18373, -1.48091], [1.63232, -0.68876, -0.29951], [1.42784, 1.68379, -0.56790], [1.32122, 1.82660, 1.22874], [-2.66003, -0.58837, -0.12908]]}

---

{"formula": "C5H6O", "method": "wB97M-V/def2-TZVPD", "de_lowest_kj_mol": 576.9, "lumo_ev": 1.04, "total_charge": 0, "e_tot_ha": -269.1265, "elements": ["C", "C", "C", "O", "C", "C", "H", "H", "H", "H", "H", "H"], "xyz": [[-1.27476, 0.35532, 0.10215], [0.11711, 0.47976, 0.72538], [0.69836, -0.89124, 0.40701], [1.78153, -0.46606, -0.38436], [0.76256, 0.52807, -0.68461], [-0.45603, -0.34998, -0.98638], [-1.68496, 1.31247, -0.24309], [-2.05487, -0.21114, 0.61667], [0.42425, 1.04515, 1.61031], [0.86502, -1.78376, 1.04097], [1.07077, 1.40397, -1.26064], [-0.24898, -1.42256, -0.94342]]}